Entry 1:
Density functional theory data (the ωB97M-V functional and the def2-TZVPD basis) for 2 unconnected molecules or ions with the total composition C13H16O.

Calculated values
Orbital gap (spin up / spin down) ... 8.12 / 8.12 eV
Largest force on an atom ... 0.124 hartree/bohr
Spin multiplicity ... 1
E_HOMO (spin up / spin down) ... -0.2761 / -0.2761 Eh

```
30
C13H16O | OMol25 | the ωB97M-V functional and the def2-TZVPD basis
H 0.66684 -2.20080 -1.70740
H -0.83248 -4.32953 -1.38549
H 0.95910 -0.52851 2.87113
C 2.25075 1.06959 0.86473
C 3.18164 1.24042 1.95853
C -1.34407 1.95237 -2.30825
H 3.32845 0.43096 2.68184
H -0.53565 -0.14604 1.90343
H 2.47088 1.62746 -0.05616
C -0.08991 1.62515 -1.46053
H 4.08864 1.50266 1.54510
H 0.48208 2.44631 -1.02596
C -2.81349 -1.86166 -0.17483
H 2.86799 2.13445 2.46080
H -2.91824 -4.07061 -0.33183
C -2.36036 -3.12152 -0.47771
C -0.31066 -2.18345 -1.25472
C -1.13450 -3.27093 -1.14279
C 0.04129 0.27784 -1.06289
H -2.16392 1.60335 -1.71272
C -0.81865 -0.85285 -0.92958
H -3.65348 -1.66414 0.50204
C 1.25078 0.26180 0.90963
C -2.00022 -0.76448 -0.19893
O 0.70663 0.73913 -2.15398
H -1.47692 1.44233 -3.32544
H 0.22762 -1.60720 1.62015
C 0.53230 -0.45287 1.84183
H -2.41765 0.16595 0.16641
H -1.50459 3.06845 -2.45500
```

Atomic partial charges in e from the natural (NBO) method, atoms 1 to 8: 0.22, 0.22, 0.23, -0.27, -0.64, -0.65, 0.21, 0.24

Entry 2:
Density functional theory data (the ωB97M-V functional and the def2-TZVPD basis) for a molecular structure, C13H17Cl4N7O5V.

Calculated values
Orbital gap (spin up / spin down) ... 6.79 / 6.80 eV
Total charge ... +1
Largest force on an atom ... 0.040 hartree/bohr
Spin multiplicity ... 3
E_HOMO (spin up / spin down) ... -0.3729 / -0.3725 Eh

```
47
C13H17Cl4N7O5V | OMol25 | the ωB97M-V functional and the def2-TZVPD basis
C -2.14778 3.85874 -1.00015
H 1.62087 -1.01936 2.40411
H 1.03175 3.63733 1.44298
H -1.00865 -5.20454 1.71558
O 2.23163 -1.29391 0.31296
N -1.42691 -3.35738 -0.13557
C -1.30079 1.55017 0.47167
C 4.14315 -1.53346 -1.18920
V 0.33176 -0.97713 0.25860
H -0.19021 4.51256 -0.37628
O 0.74976 -0.23708 -1.44952
O -1.76643 -4.52014 -0.03021
H -1.35921 4.57232 0.91432
H -1.75124 3.59168 -1.98861
C 2.83351 -1.12020 -0.85706
H -3.37986 0.20039 1.37514
N 0.30021 -2.49592 2.77246
H -4.54296 0.85579 0.18563
N -0.53997 -2.80278 0.72756
C 2.01050 -0.52103 -1.83755
N -2.55599 1.60542 0.06217
H 0.79071 1.97676 1.99213
H -0.31649 -4.88215 3.24871
Cl 4.94128 -2.40523 0.03527
O -1.80004 -2.58159 -0.97936
Cl 1.52739 0.45983 -4.34222
C 3.79316 -0.77631 -3.47478
H -3.77795 2.56179 -1.37638
C -0.28222 -3.35734 1.92751
H 0.02710 -0.50318 2.86661
C 2.53029 -0.31577 -3.14861
Cl 6.14341 -2.11139 -2.89896
N -0.55738 2.64719 0.45340
H 0.56832 -2.75897 3.71106
C -3.51957 0.51780 0.33100
H -3.34495 -0.33749 -0.35209
C 4.57847 -1.44124 -2.50225
H -2.57544 4.81982 -1.14051
C -3.15310 2.84877 -0.52581
O -0.83231 0.46065 0.97914
C -1.04114 3.95218 0.05783
C 0.76011 2.65754 1.08769
N -0.53601 -4.58638 2.31060
H -3.80705 3.29030 0.24758
N 0.60967 -1.19106 2.37999
Cl 4.46320 -0.52527 -5.07760
H 1.52739 2.27928 0.41099
```

Atomic partial charges in e from the natural (NBO) method, atoms 1 to 8: -0.43, 0.44, 0.23, 0.46, -0.74, 0.65, 0.82, -0.11

Entry 3:
Density functional theory data (the ωB97M-V functional and the def2-TZVPD basis) for a molecular structure, C13H17F4N4SV.

Calculated values
Orbital gap (spin up / spin down) ... 7.38 / 8.17 eV
Total charge ... +2
Largest force on an atom ... 0.041 hartree/bohr
Spin multiplicity ... 3
E_HOMO (spin up / spin down) ... -0.5568 / -0.5580 Eh

```
40
C13H17F4N4SV | OMol25 | the ωB97M-V functional and the def2-TZVPD basis
C -4.41342 0.53101 -0.25588
H 4.09982 1.73002 -0.44108
H 2.34426 -2.75165 -1.23942
C -4.33374 0.72976 -1.62734
H 2.69518 4.76523 1.73001
H -5.20001 1.05045 -2.18621
C -1.02954 -1.56810 1.51648
H -0.93082 -1.05974 2.48875
H 1.99937 -4.05717 -0.08707
C -3.29944 0.10761 0.47389
C 3.48299 3.78265 -0.08482
H 1.58960 4.84267 0.34355
F -3.03057 0.65610 -3.58434
C 2.33370 4.22305 0.85113
S 2.13208 0.26842 1.13493
F -0.80177 -0.17124 -2.14872
F -5.55349 0.72897 0.37234
C -3.12732 0.50426 -2.27648
N 1.74036 2.94849 1.25195
C 1.98265 -2.97165 -0.22531
C -2.01992 0.10184 -1.54822
N -0.93660 -0.63724 0.42359
C -0.26933 -3.10833 -1.01415
H -0.17679 -3.58708 1.55349
C 2.40870 1.92149 0.75185
N 0.62887 -2.44347 -0.06041
H -1.99768 -2.08160 1.51436
H -1.30724 -2.81805 -0.83663
H 3.34644 4.13175 -1.11344
F -3.36264 -0.06137 1.79559
N 3.39228 2.32616 -0.03605
H 0.01092 -2.84701 -2.04060
H -0.20100 -4.19508 -0.91106
H 4.46446 4.11302 0.26584
H 1.01695 2.88986 1.95664
H 2.65904 -2.52531 0.50979
C -2.06941 -0.13096 -0.16204
H 0.97194 -2.29944 1.99070
V 0.61847 -0.47406 -0.37265
C 0.14264 -2.56427 1.32704
```

Atomic partial charges in e from the natural (NBO) method, atoms 1 to 8: 0.39, 0.45, 0.22, -0.30, 0.24, 0.29, -0.26, 0.25